Record 1
DFT (the ωB97M-V functional and the def2-TZVPD basis) results for a cluster of 4 separate species, C18H33N3O13S5 in total.

The geometry in ORCA input format:
```
! RIJCOSX wB97M-V def2-TZVPD def2/J DEFGRID3
* xyz 0 1
O 3.84309 -0.66196 4.32364
S 3.93399 -1.52849 3.18652
O 4.54588 -0.68180 1.92696
C 5.20112 0.54727 2.28128
C 5.54011 1.24360 0.94557
S 5.61636 3.05912 1.05396
C 4.19435 3.64169 1.89379
N 4.06023 4.66505 2.62857
N 2.73775 4.63062 3.05031
C 2.19362 3.60058 2.55110
O 3.06081 2.89675 1.77862
O 2.32206 -1.80421 2.73908
C 1.71880 -0.78590 2.04115
C 0.83254 0.05962 2.64622
C 0.17816 1.05908 1.97902
N 0.40197 1.29236 0.69041
C 1.26103 0.47264 0.11398
C 1.93001 -0.57502 0.69073
H 6.10937 0.38402 2.86420
H 4.56387 1.22716 2.84330
H 4.70821 0.99849 0.28097
H 6.46037 0.81302 0.51527
H 1.16740 3.37877 2.78421
H 0.62113 -0.08944 3.70146
H -0.53581 1.69390 2.49245
H 1.45995 0.64973 -0.94287
H 2.61564 -1.20398 0.14107
O -5.29637 -1.08427 -2.62470
S -5.43974 -0.19557 -1.51198
O -5.50681 1.21882 -1.70505
O -4.29607 -0.51969 -0.44875
C -2.92634 -0.48962 -0.89554
C -2.41262 0.92011 -1.10828
C -6.80841 -0.70005 -0.52865
H -2.81698 -1.09223 -1.79942
H -2.34495 -0.97423 -0.11184
H -2.93315 1.41217 -1.92932
H -1.34978 0.90612 -1.34341
H -2.56961 1.52489 -0.21559
H -6.74215 -1.77051 -0.35299
H -7.71636 -0.46372 -1.08208
H -6.79156 -0.14819 0.40755
O -11.64268 -2.28350 -0.07715
S -10.99551 -2.21371 -1.35010
O -10.14549 -1.11491 -1.69628
O -12.08186 -2.40954 -2.49517
C -13.21610 -1.51933 -2.51528
C -12.85561 -0.13136 -3.00794
C -10.10802 -3.70929 -1.62754
H -13.67752 -1.48244 -1.52683
H -13.93812 -1.97147 -3.19275
H -12.18021 0.37180 -2.31743
H -13.75320 0.47959 -3.10699
H -12.35226 -0.18564 -3.97337
H -10.75469 -4.55200 -1.39927
H -9.24678 -3.70130 -0.96292
H -9.77949 -3.73515 -2.66337
O 10.15760 -1.94855 -0.14951
S 10.07275 -0.61300 0.35187
O 8.96934 0.23254 0.00767
O 11.43092 0.14892 0.03464
C 11.87668 0.20413 -1.33629
C 11.06500 1.17465 -2.17180
C 10.23721 -0.63609 2.10496
H 11.86841 -0.79710 -1.77053
H 12.91370 0.53230 -1.29950
H 10.03393 0.84036 -2.27845
H 11.49478 1.26561 -3.16956
H 11.04110 2.15827 -1.70234
H 11.09087 -1.25271 2.37200
H 9.32109 -1.06170 2.50932
H 10.36311 0.38399 2.45899
*
```

Computed properties:
Orbital gap   9.5126 eV

Here are the Mulliken charges for atoms 1 to 4, given in e: -0.491, 0.508, -0.226, -0.462

Record 2
DFT (the ωB97M-V functional and the def2-TZVPD basis) results for a structure of composition C18H34AgBBr6F12N2O17S4.

The geometry in ORCA input format:
```
! RIJCOSX wB97M-V def2-TZVPD def2/J DEFGRID3
* xyz -1 2
Ag -2.12607 -1.79838 3.72708
C -0.77506 -0.26570 8.62391
F -0.35893 -1.15694 9.45676
F -1.87252 -0.71964 7.97651
F -1.12157 0.71741 9.42478
S 0.54548 0.00884 7.14911
O 0.08230 1.20948 6.40313
O 1.81858 0.18257 7.86389
N 0.29161 -1.45239 6.33927
S 1.38157 -2.46660 6.93476
O 1.65684 -2.55964 8.42611
O 1.13816 -3.84799 6.51635
C 3.04827 -2.00193 6.01745
F 2.87915 -2.22039 4.75156
F 3.54053 -0.79429 6.30256
F 3.93978 -2.87123 6.54983
C 0.70126 -0.58132 -1.15381
F 1.86921 -0.67188 -0.60172
F 0.83026 0.06643 -2.29700
F 0.36047 -1.90198 -1.33297
S -0.47766 0.29486 0.15678
O 0.23675 0.29813 1.38529
O -0.76243 1.59336 -0.32897
N -1.89480 -0.66491 0.38585
S -2.73281 -0.37981 -0.85770
O -3.87686 0.56502 -0.69265
O -1.96892 -0.28452 -2.05779
C -3.72598 -2.08332 -1.01750
F -4.19332 -2.05585 -2.19757
F -2.90097 -3.22157 -0.87050
F -4.77922 -2.17713 -0.17979
B -4.68059 -4.00245 4.79256
H -4.78516 -3.36353 3.92937
H -5.12244 -3.60390 5.69265
H -5.17851 -4.92682 4.54385
H -3.62720 -4.09200 5.00839
Br -12.30350 -0.23082 2.15676
C -10.68127 0.70752 2.82720
C -9.60741 0.78411 1.80926
Br -8.19171 2.05244 2.42882
H -10.35110 0.39591 3.81815
H -10.94944 1.75429 2.97025
H -9.99598 1.22578 0.89164
H -9.05910 -0.09986 1.48360
Br 9.11765 2.92200 2.75900
C 9.17495 0.95801 2.50428
C 8.10258 0.63189 1.47668
Br 8.01059 -1.42579 1.11870
H 9.13519 0.46474 3.47546
H 10.18289 0.70588 2.17476
H 8.32788 1.23686 0.59841
H 7.07660 0.83664 1.78253
Br -6.82604 -5.15599 -6.20517
C -6.59613 -3.58516 -7.47747
C -5.13711 -3.51153 -7.74751
Br -4.62587 -5.03635 -8.95305
H -6.96474 -2.69713 -6.96399
H -7.22231 -3.66841 -8.36576
H -4.58157 -3.57737 -6.81203
H -4.90626 -2.67976 -8.41307
C 1.78761 6.51788 0.86395
C 3.19275 6.33004 0.31785
C 3.79401 4.91600 0.55830
O 3.83986 4.34503 -0.76394
C 3.53406 5.37928 -1.70579
O 3.60195 5.15627 -2.88800
O 3.05536 6.41492 -1.01968
H 1.47332 7.50594 0.52772
H 1.70354 6.55286 1.95014
H 1.06239 5.81417 0.45536
H 3.95892 7.08078 0.51144
H 3.12822 4.35346 1.21280
H 4.73548 5.05095 1.09077
C 5.34240 -0.37940 -5.88632
C 5.38495 1.12415 -6.06876
C 6.58780 1.75919 -6.67532
O 6.21158 2.10476 -8.00241
C 4.90597 1.90395 -8.11443
O 4.32691 2.07788 -9.17552
O 4.34506 1.46951 -6.91882
H 5.69660 -0.64279 -4.88969
H 5.76416 -1.09017 -6.59696
H 4.27257 -0.58577 -5.85505
H 5.10366 1.56287 -5.11142
H 7.40386 1.04331 -6.57714
H 6.96289 2.58387 -6.06927
O 0.47319 4.39472 -5.23690
H 1.42959 4.36370 -5.26073
H 0.22499 3.68916 -4.63955
O -7.42122 -6.57881 -1.16580
H -6.76960 -6.55206 -1.86645
H -8.21145 -6.20818 -1.55872
O 0.01186 -4.09837 2.28326
H -0.33038 -4.98278 2.15314
H 0.92881 -4.15389 2.01430
*
```

Computed properties:
<S²>   0.753
Orbital gap (spin up / spin down)   6.7135 / 3.4771 eV

Here are the Mulliken charges for atoms 1 to 4, given in e: 0.886, 0.656, -0.189, -0.263